(1)
The following is a DFT calculation (ωB97M-V/def2-TZVPD) of a cluster of 2 separate species, C6H8N2O in total.

For the HOMO energy, the calculation gives -7.872 eV. For the HOMO-LUMO gap, the calculation gives 7.32 eV. The calculation puts the LUMO energy at -0.549 eV.

Last column: Mulliken charge in e.
CARTESIAN COORDINATES (ANGSTROEM)
C -1.722 -0.845 -0.010  0.42
C -1.627 0.676 -0.009  0.38
C 0.404 -0.204 -0.273  -0.38
C -2.851 -1.499 0.162  -0.85
C 2.698 -0.723 0.153  -0.41
C 0.397 2.176 -0.439  -0.64
N -0.405 -1.283 -0.089  0.02
N -0.208 0.911 -0.131  0.27
O -2.523 1.488 -0.147  -0.55
H -2.846 -2.677 0.145  0.21
H -3.804 -0.981 0.247  0.33
H 2.674 -1.447 -0.706  0.17
H 3.000 0.309 -0.196  0.09
H 1.518 1.946 -0.458  0.15
H 0.178 2.489 -1.470  0.31
H 0.121 3.092 0.164  0.28
H -0.131 -2.208 0.063  0.21

---

(2)
The following is a DFT calculation (ωB97M-V/def2-TZVPD) of a cluster of 11 separate species, C11H44N14O11 in total.

For the HOMO energy, the calculation gives -8.856 eV. The SMILES is NC(N)=O.NC(N)=O.NC(N)=O.NC(N)=O.NC(N)=O.NC(N)=O.NC(N)=O.CO.CO.CO.CO. For the HOMO-LUMO gap, the calculation gives 8.68 eV. The calculation puts the LUMO energy at -0.176 eV.

Last column: Mulliken charge in e.
CARTESIAN COORDINATES (ANGSTROEM)
N 23.688 17.390 7.182  -0.41
C 23.007 16.308 6.749  0.41
N 23.739 15.239 6.582  -0.23
O 21.627 16.329 6.568  -0.83
H 23.044 18.250 7.532  0.32
H 24.714 17.457 7.308  0.11
H 23.249 14.459 6.084  0.36
H 24.718 15.260 6.479  0.16
N 23.879 18.730 4.624  1.79
C 25.132 18.748 4.288  0.02
N 25.296 19.509 3.231  -0.23
O 26.095 18.074 4.953  -0.98
H 23.675 18.288 5.536  -0.64
H 23.229 19.284 4.052  -0.46
H 26.265 19.401 2.980  0.30
H 24.774 20.377 2.889  0.39
N 23.443 20.997 8.752  -0.40
C 22.814 20.574 7.715  0.28
N 22.219 19.417 7.952  -0.24
O 22.843 21.196 6.475  -0.62
H 24.039 21.817 8.443  0.32
H 23.473 20.786 9.786  0.22
H 21.449 19.235 7.278  0.17
H 22.022 19.223 8.925  0.31
N 24.263 18.124 1.171  -0.20
C 23.506 18.455 0.166  0.34
N 23.172 19.688 0.342  -0.24
O 23.046 17.697 -0.857  -0.78
H 24.508 17.079 1.204  0.29
H 24.632 18.699 1.982  0.34
H 22.549 20.121 -0.294  0.14
H 23.606 20.309 1.047  0.34
N 26.461 17.955 7.663  -0.43
C 26.671 16.772 8.230  0.69
N 26.601 16.766 9.516  -0.43
O 26.652 15.638 7.501  -0.72
H 26.505 17.938 6.578  0.40
H 26.468 18.868 8.110  0.15
H 26.722 15.790 9.847  0.29
H 26.656 17.590 10.107  0.19
N 19.111 18.502 7.808  -0.35
C 19.384 19.402 6.858  0.43
N 20.300 18.902 6.093  -0.01
O 18.857 20.676 6.800  -0.72
H 18.413 18.853 8.561  0.30
H 19.081 17.498 7.730  0.21
H 20.461 19.343 5.172  -0.12
H 20.564 17.953 6.123  0.16
N 21.101 21.390 1.956  -0.37
C 20.922 20.462 2.834  0.37
N 21.765 19.455 2.664  0.10
O 20.107 20.615 3.894  -0.80
H 20.537 22.300 2.119  0.30
H 21.362 21.233 0.976  0.30
H 21.469 18.622 3.137  0.14
H 22.341 19.373 1.847  0.01
C 23.853 22.265 3.525  -0.97
O 23.767 21.717 2.235  -0.78
H 24.842 22.149 3.945  0.28
H 23.178 21.680 4.167  0.34
H 23.521 23.249 3.538  0.44
H 22.794 21.671 2.086  0.40
C 21.919 16.378 3.346  -0.47
O 20.924 17.206 3.864  -0.78
H 22.736 16.051 4.035  -0.05
H 22.391 16.846 2.519  0.08
H 21.456 15.507 2.931  0.52
H 20.413 16.643 4.468  0.43
C 28.731 14.996 5.333  -0.58
O 27.961 16.005 4.803  -0.38
H 29.532 14.641 4.695  0.26
H 28.095 14.181 5.574  0.25
H 29.210 15.282 6.314  0.19
H 27.092 15.967 5.204  0.25
C 26.858 19.646 -0.135  -0.60
O 26.911 18.489 0.594  -0.63
H 27.351 20.513 0.272  0.25
H 25.797 19.848 -0.403  0.15
H 27.449 19.563 -1.030  0.31
H 25.998 18.215 0.761  0.65

---

(3)
The following is a DFT calculation (ωB97M-V/def2-TZVPD) of a structure of composition C30H40BrFeN12OSe.

For the HOMO energy (alpha / beta), the calculation gives -12.035 / -12.569 eV. Its spin multiplicity is 2. For the HOMO-LUMO gap (alpha / beta), the calculation gives 6.25 / 5.73 eV. As for the net charge: +2. The calculation puts the LUMO energy (alpha / beta) at -5.784 / -6.839 eV.

Last column: Mulliken charge in e.
CARTESIAN COORDINATES (ANGSTROEM)
Fe -0.112 -0.740 -0.850  -1.06
Br 0.594 7.790 8.675  -0.10
C 0.359 6.172 7.767  0.18
C 0.701 4.977 8.398  -0.57
C 0.529 3.790 7.725  -0.31
C 0.021 3.788 6.413  0.36
C -0.326 5.006 5.791  0.01
C -0.159 6.188 6.468  -0.71
N -0.075 2.566 5.810  -0.73
N -0.629 2.510 4.665  0.09
C -0.226 1.629 3.763  0.25
C 0.945 0.819 3.921  -0.50
C 1.358 -0.052 2.967  -1.17
C 0.619 -0.203 1.750  0.46
O 0.933 -1.009 0.846  -0.40
C -0.574 0.624 1.565  0.21
N -1.209 0.450 0.384  0.78
C -2.316 1.140 0.171  -0.47
C -2.844 2.030 1.110  -1.41
C -2.192 2.220 2.304  -0.53
C -1.014 1.500 2.551  0.69
H 1.092 4.991 9.405  0.43
H 0.778 2.844 8.186  0.45
H -0.733 4.998 4.790  0.42
H -0.429 7.129 6.011  0.42
H 1.492 0.922 4.849  0.56
H 2.231 -0.675 3.108  0.60
H -2.822 0.981 -0.772  0.46
H -3.757 2.561 0.882  0.47
H -2.569 2.905 3.050  0.56
C -1.263 -0.852 -6.188  -1.20
N -1.476 -0.276 -4.865  0.12
C -2.515 0.730 -4.691  -1.14
C -0.808 -0.708 -3.767  0.26
N -1.065 -0.336 -2.560  0.55
N 0.216 -1.614 -4.032  0.13
C 1.231 -2.015 -3.183  0.19
N 2.214 -2.716 -3.806  -0.39
N 1.210 -1.760 -1.927  0.68
H -2.038 -0.487 -6.854  0.33
H -1.351 -1.941 -6.177  0.44
H -0.300 -0.560 -6.617  0.35
H -2.831 1.081 -5.667  0.36
H -2.130 1.593 -4.142  0.36
H -3.389 0.327 -4.171  0.35
H -1.798 0.358 -2.538  -0.32
H 0.320 -1.887 -4.993  0.27
H 2.230 -2.865 -4.798  0.17
H 2.972 -3.100 -3.271  0.21
H 2.038 -2.092 -1.445  0.04
C -0.294 -3.667 -0.176  -0.57
C -1.073 -4.943 0.232  -0.86
N -2.508 -4.700 0.188  -0.14
C -2.833 -3.658 1.150  -0.91
C -2.039 -2.365 0.837  -0.61
N -1.226 -2.525 -0.400  1.12
C -2.155 -2.916 -1.490  -0.61
C -2.874 -4.246 -1.147  -0.99
H 0.251 -3.828 -1.104  0.36
H 0.420 -3.363 0.588  0.42
H -0.808 -5.258 1.241  0.27
H -0.837 -5.769 -0.441  0.35
H -2.601 -4.023 2.151  0.34
H -3.907 -3.472 1.111  0.30
H -1.357 -2.111 1.649  0.26
H -2.714 -1.525 0.686  0.38
H -1.571 -3.005 -2.407  0.10
H -2.864 -2.099 -1.628  0.53
H -2.607 -5.027 -1.860  0.37
H -3.956 -4.122 -1.189  0.29
C 3.955 0.399 0.287  -0.83
N 3.916 0.595 -1.156  0.19
C 4.971 0.369 -2.016  -0.42
C 4.540 0.674 -3.258  -0.44
N 3.226 1.077 -3.139  0.28
C 2.383 1.534 -4.234  -0.87
C 2.844 1.022 -1.848  -0.23
Se 1.174 1.505 -1.173  -0.11
H 4.996 0.340 0.596  0.35
H 3.430 -0.513 0.560  0.19
H 3.474 1.245 0.772  0.38
H 5.933 0.037 -1.668  0.47
H 5.053 0.662 -4.203  0.46
H 2.999 1.623 -5.125  0.35
H 1.952 2.500 -3.986  0.37
H 1.575 0.825 -4.409  0.22

---

(4)
The following is a DFT calculation (ωB97M-V/def2-TZVPD) of a structure of composition C30H24BrNOP2S2V.

For the HOMO energy (alpha / beta), the calculation gives -7.761 / -7.832 eV. Its spin multiplicity is 2. For the HOMO-LUMO gap (alpha / beta), the calculation gives 7.34 / 7.96 eV. The calculation puts the LUMO energy (alpha / beta) at -0.424 / 0.131 eV.

Last column: Mulliken charge in e.
CARTESIAN COORDINATES (ANGSTROEM)
V -2.319 0.848 -0.198  -0.85
S -1.838 0.294 2.099  -0.75
P 0.020 0.721 1.395  2.31
C -0.210 1.065 -0.237  -1.07
P -0.058 0.198 -1.654  2.10
S -1.925 0.165 -2.458  -0.60
C 0.450 -1.526 -1.426  0.40
C 1.699 -1.998 -1.805  -0.39
C 2.053 -3.310 -1.527  -0.71
C 1.167 -4.148 -0.871  -0.58
C -0.083 -3.677 -0.489  -0.63
C -0.440 -2.371 -0.766  0.22
C 1.134 0.899 -2.814  0.00
C 1.996 1.898 -2.379  -0.22
C 2.933 2.428 -3.253  -0.68
C 3.002 1.964 -4.557  -0.45
C 2.132 0.974 -4.995  -0.69
C 1.198 0.443 -4.125  -0.22
C 0.694 2.149 2.268  0.49
C 1.459 2.007 3.419  -0.42
C 1.930 3.132 4.075  -0.68
C 1.635 4.396 3.584  -0.45
C 0.868 4.537 2.436  -0.67
C 0.399 3.416 1.773  -0.24
C 1.164 -0.635 1.769  0.19
C 0.795 -1.719 2.554  -0.53
C 1.717 -2.716 2.834  -0.70
C 3.005 -2.629 2.334  -0.52
C 3.376 -1.546 1.547  -0.71
C 2.459 -0.551 1.265  -0.12
H 2.402 -1.348 -2.312  0.37
H 3.029 -3.672 -1.823  0.42
H 1.448 -5.169 -0.653  0.39
H -0.775 -4.327 0.029  0.41
H -1.415 -1.995 -0.468  -0.21
H 1.908 2.266 -1.363  0.39
H 3.602 3.208 -2.917  0.43
H 3.730 2.379 -5.242  0.38
H 2.179 0.623 -6.016  0.39
H 0.510 -0.324 -4.464  0.38
H 1.692 1.022 3.807  0.38
H 2.529 3.021 4.969  0.40
H 2.005 5.275 4.096  0.38
H 0.635 5.521 2.055  0.42
H -0.198 3.515 0.873  0.10
H -0.216 -1.781 2.938  0.41
H 1.426 -3.561 3.444  0.42
H 3.724 -3.407 2.553  0.39
H 4.381 -1.479 1.152  0.43
H 2.747 0.295 0.650  0.36
O -7.794 -0.284 0.028  -0.52
C -6.449 -0.407 -0.029  1.11
C -5.827 -1.661 -0.088  -0.60
C -4.448 -1.720 -0.145  -0.63
N -3.756 -0.590 -0.137  0.02
C -4.314 0.590 -0.087  0.48
Br -2.811 3.197 -0.350  -0.51
C -5.682 0.755 -0.030  -0.78
H -8.207 -1.153 0.018  0.29
H -6.416 -2.569 -0.092  0.30
H -3.907 -2.658 -0.199  0.42
H -6.148 1.729 0.007  0.52

---

(5)
The following is a DFT calculation (ωB97M-V/def2-TZVPD) of a structure of composition C27H55FeN3O3.

For the HOMO energy (alpha / beta), the calculation gives -6.145 / -6.159 eV. Its spin multiplicity is 5. For the HOMO-LUMO gap (alpha / beta), the calculation gives 6.51 / 6.51 eV. The calculation puts the LUMO energy (alpha / beta) at 0.367 / 0.348 eV.

Last column: Mulliken charge in e.
CARTESIAN COORDINATES (ANGSTROEM)
Fe 15.311 16.065 -20.688  1.59
C 19.076 18.470 -19.444  -1.72
C 18.297 17.146 -19.306  1.66
C 18.950 16.356 -18.160  -1.55
C 18.497 16.724 -16.748  -1.09
C 16.996 16.874 -16.629  -1.16
C 16.387 17.726 -17.763  1.11
N 16.879 17.298 -19.048  1.95
O 16.181 17.793 -20.179  -0.61
C 16.669 19.206 -17.433  -1.90
C 14.880 17.466 -17.634  -1.95
C 18.566 16.319 -20.556  -2.01
H 19.195 19.128 -18.585  0.29
H 18.600 19.098 -20.208  0.26
H 20.047 18.187 -19.857  0.52
H 20.011 16.641 -18.189  0.57
H 19.013 15.272 -18.271  0.49
H 19.069 17.549 -16.319  0.46
H 18.805 15.880 -16.118  0.37
H 16.718 17.400 -15.710  0.43
H 16.493 15.909 -16.555  0.53
H 16.792 19.815 -18.335  0.29
H 17.581 19.450 -16.879  0.32
H 15.831 19.628 -16.874  0.50
H 14.797 16.380 -17.727  0.38
H 14.292 17.959 -18.399  0.14
H 14.565 17.773 -16.639  0.61
H 18.352 16.900 -21.451  0.14
H 17.994 15.381 -20.556  -0.06
H 19.602 15.974 -20.537  0.64
C 15.192 11.704 -18.411  -1.81
C 16.351 12.570 -18.923  1.89
C 17.647 11.752 -18.758  -1.34
C 18.068 10.888 -19.926  -0.89
C 18.004 11.691 -21.208  -1.12
C 16.652 12.362 -21.411  1.48
N 16.239 13.097 -20.260  1.00
O 15.366 14.156 -20.383  -1.23
C 15.577 11.291 -21.756  -1.82
C 16.798 13.197 -22.680  -2.16
C 16.479 13.739 -17.943  -2.19
H 15.397 11.401 -17.375  0.46
H 15.178 10.704 -18.869  0.37
H 14.158 12.048 -18.399  0.25
H 17.601 11.127 -17.858  0.38
H 18.435 12.443 -18.431  0.46
H 17.466 9.977 -20.005  0.40
H 19.091 10.509 -19.832  0.47
H 18.288 11.118 -22.096  0.44
H 18.767 12.481 -21.176  0.29
H 15.696 10.895 -22.771  0.49
H 14.587 11.749 -21.706  0.26
H 15.599 10.434 -21.083  0.34
H 17.668 13.852 -22.612  0.45
H 15.874 13.759 -22.792  0.25
H 16.929 12.515 -23.517  0.56
H 16.776 13.318 -16.974  0.50
H 15.593 14.359 -17.852  0.49
H 17.341 14.370 -18.179  -0.05
C 12.778 17.604 -20.781  -1.51
C 13.382 17.992 -22.130  1.49
C 13.995 19.385 -21.985  -1.20
C 14.804 19.808 -23.230  -0.77
C 15.926 18.793 -23.480  -1.17
C 15.349 17.386 -23.630  0.98
N 14.496 17.051 -22.439  1.80
O 14.037 15.697 -22.509  -0.48
C 14.632 17.250 -24.987  -1.59
C 16.492 16.378 -23.691  -1.89
C 12.281 18.004 -23.195  -1.51
H 13.571 17.514 -20.036  -0.49
H 12.120 16.738 -20.812  0.39
H 12.206 18.473 -20.446  0.66
H 13.176 20.101 -21.871  0.64
H 14.685 19.476 -21.145  -0.03
H 15.260 20.721 -22.832  0.51
H 14.176 20.083 -24.074  0.35
H 16.635 18.842 -22.656  0.15
H 16.308 19.077 -24.462  0.51
H 14.097 18.167 -25.246  0.40
H 15.382 17.233 -25.780  0.46
H 13.963 16.399 -25.097  0.21
H 16.185 15.378 -23.972  0.58
H 17.179 16.741 -24.459  0.72
H 17.044 16.305 -22.755  -0.37
H 11.338 18.246 -22.703  0.48
H 12.153 17.058 -23.732  0.21
H 12.386 18.683 -24.042  0.34
H 13.490 15.621 -23.307  0.32

---

Record-wise relative energy (zero: lowest compared OMol25 entry of this formula, charge and spin) values, in kcal per mole: 135.46; 198.43; 0.00; 0.00; 38.94
Record-wise maximum force values, in eV Å⁻¹: 6.56; 7.87; 0.70; 0.80; 2.37